Molecular formula: C42H53AsF6HgN8O3SSi
Method: DFT, the ωB97M-V functional and the def2-TZVPD basis

Positions of all 116 atoms, in Å:
Hg: -0.43510 0.16959 -0.20302
As: 2.75048 -2.67878 -2.35798
S: 1.90936 -2.64364 2.10110
Si: -3.09963 1.87730 1.18033
F: 1.55420 -2.77945 -3.63562
F: 3.71111 -3.85964 -3.15603
F: 1.90634 -3.92002 -1.47807
F: 3.53700 -1.39764 -3.22890
F: 1.70951 -1.49782 -1.57752
F: 3.90724 -2.52805 -1.09142
O: 1.41571 1.31760 1.06256
O: 1.40219 3.48221 -0.95958
O: 1.60698 -1.47239 1.21987
N: -1.40989 1.48628 1.24361
N: -1.95180 -2.00526 1.14697
N: 1.11234 0.10897 -4.02956
N: 1.30223 1.73072 -2.42842
N: -1.27625 -1.22961 -1.87967
N: 2.71689 3.60716 -2.79201
N: -3.01125 -3.61645 2.83934
N: -1.59703 1.43739 -2.01476
C: -2.23557 0.70689 -2.92817
C: -4.02747 -3.11077 1.91558
C: -4.06481 1.42514 2.75790
C: 1.61593 3.27432 2.47934
C: -1.06422 3.16074 2.99779
C: -1.48210 -3.38539 0.92088
C: 3.10378 3.09896 -3.98301
C: 3.56947 -3.26845 1.67848
C: -2.09662 -0.72457 -2.83053
C: -3.02449 1.26988 -3.93794
C: -1.65110 -1.57924 2.52970
C: 3.98584 -2.22644 3.82084
C: 2.75545 0.97234 1.13138
C: -4.04476 0.96991 -0.18267
C: -2.41072 3.41347 -3.04714
C: 1.06447 4.18936 3.36167
C: 1.67422 1.25095 -3.60289
C: 1.76456 2.93631 -1.99236
C: 3.26966 4.84560 -2.26316
C: 4.64142 0.07077 -0.05958
C: -3.08654 2.67400 -3.98671
C: 2.47870 -2.01306 3.73628
C: -1.08725 -2.53362 -1.83484
C: -1.68695 2.74860 -2.04570
C: -1.74485 -3.42295 -2.69453
C: 5.43521 0.20565 1.07264
C: -3.73481 0.41007 -4.83790
C: 4.86264 0.67780 2.24396
C: 0.84870 2.28683 1.88265
C: 2.60112 1.93923 -4.44814
C: -3.41385 -2.02743 0.98654
C: -0.56059 2.27266 2.02758
C: -3.43353 3.71276 0.85913
C: 4.27650 -3.48559 3.00809
C: -2.61650 -2.92672 -3.62465
C: -0.28342 4.09610 3.65488
C: -3.64132 -0.93246 -4.72438
C: 3.31392 0.46039 -0.03026
C: -2.40585 -2.48115 3.53986
C: 3.52312 1.04382 2.28703
C: -2.80168 -1.53563 -3.72816
C: -1.96705 -4.29914 2.07136
H: -4.41263 -3.95780 1.34354
H: -3.56312 0.04318 -0.50149
H: -3.32629 3.95103 -0.20255
H: -2.36933 -5.23959 1.68871
H: 4.32160 -2.31191 4.85500
H: -3.15749 -3.58410 -4.29567
H: -1.94058 -0.53458 2.62957
H: -1.90491 -3.71907 -0.02787
H: 2.90384 1.52801 -5.40004
H: 3.89627 4.64072 -1.39571
H: -4.16232 1.61026 -1.06154
H: 5.04842 -0.35046 -0.97025
H: -4.19402 -1.58348 -5.39134
H: -4.85353 -2.70301 2.50160
H: 1.93870 -2.58524 4.49343
H: 2.16955 -0.97024 3.77665
H: 1.68948 4.94475 3.82083
H: -5.05928 1.87985 2.69836
H: -3.20182 -1.93301 4.04923
H: -2.75774 4.36745 1.41307
H: 3.82494 3.67960 -4.54315
H: 2.66683 3.33208 2.24326
H: 0.66903 -0.46058 -3.32707
H: -1.16824 3.28776 -1.25901
H: 5.34521 -3.64761 2.86780
H: -0.57565 -1.63494 2.66921
H: 3.85910 5.33577 -3.03445
H: -2.11984 3.13229 3.22680
H: -3.79338 -1.03949 1.23287
H: -2.43808 4.49575 -3.05927
H: 6.48349 -0.06633 1.04212
H: 3.09160 1.37912 3.21831
H: -0.37685 -2.89325 -1.10884
H: -1.54605 -4.48312 -2.61433
H: 3.86840 -4.36499 3.51560
H: -5.04699 0.71848 0.17773
H: -4.45908 3.95936 1.15131
H: -3.64535 -2.22329 -0.06458
H: -4.21050 0.34560 2.86430
H: -1.14930 -4.53887 2.75527
H: -1.72862 -2.87077 4.30352
H: 2.68197 0.33133 -0.89694
H: 2.46336 5.49919 -1.94127
H: -4.35046 0.85951 -5.60810
H: 4.49359 -1.38025 3.35755
H: -0.40118 -3.38819 0.82491
H: 1.59533 -0.40285 -4.74587
H: 3.44383 -4.17070 1.08326
H: -3.59794 1.77267 3.68221
H: 5.46187 0.76688 3.14268
H: -0.74237 4.77003 4.36805
H: -3.67906 3.15313 -4.75804
H: 4.03633 -2.49449 1.06857

Calculated values
Relative energy (zero: lowest compared OMol25 entry of this formula, charge and spin)   26.78 kJ/mol
Calculated total energy   -162514.7235 eV
Max |F|   0.61 eV/Å
Orbital gap   6.519 eV

Atom charges from the Mulliken analysis, given in e for atoms 1 to 4: 3.31 2.33 0.57 0.63

***

Molecular formula: C5H6BrNO
Method: DFT, the ωB97M-V functional and the def2-TZVPD basis

Positions of all 14 atoms, in Å:
Br: 0.37813 -1.04014 -3.03754
O: -2.12514 -0.30165 -2.06436
N: -0.07664 -2.46155 1.10570
C: -0.90859 1.03932 0.94419
C: 1.42193 0.22668 0.15777
C: 0.05666 -0.02513 0.40215
C: -1.00556 -0.55399 -1.77836
C: -0.14144 -1.34395 0.85463
H: -1.30604 0.64672 1.84818
H: 2.00245 0.58760 0.99106
H: 1.82025 0.90929 -0.62726
H: 1.91629 -0.68248 -0.22253
H: -1.76908 1.11224 0.21570
H: -0.26322 1.88704 1.21067

Calculated values
Relative energy (zero: lowest compared OMol25 entry of this formula, charge and spin)   295.59 kJ/mol
Calculated total energy   -78858.8371 eV
Max |F|   4.94 eV/Å
Orbital gap (alpha / beta)   7.828 / 7.292 eV

Atom charges from the Mulliken analysis, given in e for atoms 1 to 4: -0.13 -0.36 -0.45 -1.01

***

Molecular formula: C4H8FeO3
Method: DFT, the ωB97M-V functional and the def2-TZVPD basis

Positions of all 16 atoms, in Å:
Fe: -0.34774 1.34948 -1.26883
O: -0.79323 0.26142 0.12690
O: -0.52882 2.66417 -2.39264
O: -0.83307 -0.81637 2.04226
C: 0.79949 -2.60429 2.01460
C: -0.36792 -2.01656 2.76261
C: 0.05998 3.17530 -3.53846
C: -0.32368 -0.55905 0.89763
H: -0.00794 2.48055 -4.39834
H: 1.69534 -2.07440 2.36787
H: -1.22654 -2.69792 2.77912
H: 0.87445 -1.73509 0.80852
H: -0.42917 4.11847 -3.84832
H: 0.38422 -3.31362 1.28605
H: -0.08992 -1.63576 3.75314
H: 1.13455 3.40367 -3.39209

Calculated values
Relative energy (zero: lowest compared OMol25 entry of this formula, charge and spin)   271.53 kJ/mol
Calculated total energy   -44795.2690 eV
Total charge   +1
2S+1   6
Max |F|   3.16 eV/Å
⟨S²⟩   8.78
Orbital gap (alpha / beta)   9.752 / 7.913 eV

Atom charges from the Mulliken analysis, given in e for atoms 1 to 4: 1.38 -0.57 -0.73 -0.26

***

Molecular formula: C4H7N3O
Method: DFT, the ωB97M-V functional and the def2-TZVPD basis

Positions of all 15 atoms, in Å:
O: -1.85878 -1.51249 -0.07801
N: -1.74768 1.51106 -0.14369
N: 2.64518 0.00759 -0.15950
N: 0.54144 1.07040 -0.15247
C: 1.38654 -0.06327 0.06706
C: 0.64313 -1.27245 0.12947
C: -0.69995 -0.74529 0.03917
C: -0.73546 0.57201 0.06118
H: -1.60593 2.29599 0.96261
H: 0.95746 -2.33384 0.33109
H: 0.86383 2.08042 0.28315
H: -2.81225 1.10294 -0.22864
H: 3.39929 -0.67675 -0.30508
H: -2.57780 -0.79939 0.28767
H: 3.00765 1.36125 0.70162

Calculated values
Relative energy (zero: lowest compared OMol25 entry of this formula, charge and spin)   720.62 kJ/mol
Calculated total energy   -10772.2786 eV
Max |F|   7.42 eV/Å
Orbital gap   6.068 eV

Atom charges from the Mulliken analysis, given in e for atoms 1 to 4: -0.60 -0.65 -0.52 -0.16